{
  "formula": "C20H34BrO4Sc",
  "method": "ωB97M-V with the def2-TZVPD basis set",
  "elements": ["Sc", "C", "O", "C", "C", "O", "C", "C", "O", "C", "H", "H", "H", "H", "H", "H", "H", "H", "H", "H", "H", "H", "H", "H", "C", "C", "C", "C", "C", "C", "C", "Br", "C", "O", "C", "C", "C", "C", "C", "C", "H", "H", "H", "H", "H", "H", "H", "H", "H", "H", "H", "H", "H", "H", "H", "H", "H", "H", "H", "H"],
  "positions_angstrom": [[0.37, 0.11, 0.05], [1.60, 1.31, 2.77], [0.44, 0.85, 2.05], [-0.79, 1.48, 2.46], [-1.41, 2.18, 1.24], [-1.38, 1.29, 0.11], [-2.55, 0.49, -0.13], [-2.43, -0.88, 0.54], [-1.13, -1.40, 0.23], [-1.08, -2.83, 0.32], [1.39, 1.33, 3.85], [1.88, 2.32, 2.44], [2.40, 0.60, 2.58], [-0.61, 2.20, 3.26], [-1.45, 0.69, 2.85], [-0.80, 3.05, 0.96], [-2.43, 2.51, 1.46], [-2.60, 0.37, -1.22], [-3.46, 1.01, 0.20], [-3.21, -1.54, 0.15], [-2.54, -0.81, 1.64], [-1.92, -3.28, -0.21], [-1.11, -3.16, 1.37], [-0.15, -3.16, -0.14], [4.07, 0.02, -6.56], [4.96, -0.03, -5.31], [5.80, 1.26, -5.30], [5.86, -1.26, -5.40], [4.17, -0.07, -4.02], [2.77, -0.08, -4.00], [2.14, -0.07, -2.78], [0.17, -0.09, -2.62], [2.78, -0.05, -1.54], [2.06, 0.00, -0.43], [4.20, -0.08, -1.56], [4.83, -0.08, -2.79], [4.96, -0.09, -0.24], [6.47, -0.23, -0.43], [4.70, 1.25, 0.47], [4.48, -1.26, 0.64], [4.70, 0.07, -7.44], [3.44, 0.91, -6.56], [3.44, -0.86, -6.65], [6.38, 1.32, -6.21], [6.49, 1.29, -4.46], [5.15, 2.13, -5.24], [6.38, -1.26, -6.35], [5.26, -2.17, -5.35], [6.60, -1.29, -4.61], [2.19, -0.10, -4.91], [5.91, -0.07, -2.79], [6.88, 0.62, -0.97], [6.72, -1.15, -0.96], [6.96, -0.27, 0.54], [5.14, 2.06, -0.09], [5.15, 1.24, 1.46], [3.62, 1.44, 0.57], [4.73, -2.21, 0.16], [3.40, -1.23, 0.81], [4.99, -1.22, 1.60]],
  "homo_lumo_gap_ev": 7.28,
  "lumo_energy_ev": -6.63,
  "relative_energy_kcal_mol": 2.76,
  "total_charge": 2,
  "total_energy_ha": -4417.7104
}